{
  "formula": "C4H8O3",
  "method": "ωB97M-V/def2-TZVPD",
  "elements": ["C", "C", "O", "C", "O", "C", "O", "H", "H", "H", "H", "H", "H", "H", "H"],
  "positions_angstrom": [[0.533, -0.679, -1.465], [0.931, 0.128, -0.235], [1.115, 1.453, -0.656], [-0.094, 0.071, 0.962], [-0.361, 1.361, 1.444], [-1.405, -0.633, 0.676], [-2.466, -0.091, 0.890], [1.349, -0.637, -2.192], [0.337, -1.733, -1.240], [-0.354, -0.236, -1.932], [1.879, -0.277, 0.152], [0.847, 2.017, 0.086], [0.373, -0.523, 1.765], [-1.332, 1.456, 1.425], [-1.353, -1.677, 0.320]],
  "forces_ev_per_a": [[-0.014, -0.034, -0.019], [0.007, -0.360, -0.016], [-0.019, 0.182, 0.136], [0.003, -0.106, -0.026], [-0.134, -0.003, 0.109], [-0.290, 0.178, 0.054], [0.462, -0.210, -0.171], [-0.124, 0.007, 0.095], [0.072, 0.136, 0.002], [0.073, -0.095, 0.099], [-0.100, 0.114, -0.060], [-0.008, 0.007, -0.153], [-0.045, 0.008, -0.084], [0.155, 0.047, 0.014], [-0.038, 0.130, 0.021]],
  "orbital_gap_ev": 10.92,
  "multiplicity": 1,
  "e_above_lowest_kcal_mol": 35.86,
  "homo_energy_ha": -0.3751,
  "e_lumo_ev": 0.714,
  "total_energy_ha": -382.9077
}

---

{
  "formula": "C42H42N2O7PdS4Te",
  "method": "ωB97M-V/def2-TZVPD",
  "elements": ["Pd", "S", "S", "S", "S", "C", "C", "C", "C", "C", "C", "Te", "N", "C", "O", "C", "C", "C", "C", "C", "C", "C", "C", "C", "C", "C", "C", "C", "C", "C", "C", "C", "C", "H", "H", "H", "H", "H", "H", "H", "H", "H", "H", "H", "H", "H", "H", "H", "H", "H", "H", "H", "H", "H", "H", "H", "H", "H", "H", "H", "C", "C", "C", "C", "C", "C", "C", "C", "C", "C", "O", "O", "H", "H", "H", "H", "H", "H", "H", "H", "H", "H", "H", "O", "C", "O", "C", "C", "C", "C", "C", "C", "N", "O", "O", "H", "H", "H", "H"],
  "positions_angstrom": [[1.764, 1.933, -1.483], [4.197, 2.272, -1.761], [4.763, 4.137, -1.789], [3.301, 5.486, -2.718], [1.676, 4.554, -3.086], [1.234, -5.974, 3.952], [1.241, -4.524, 3.551], [2.300, -3.978, 2.844], [2.323, -2.634, 2.472], [3.535, -2.120, 1.738], [1.240, -1.824, 2.808], [1.328, 0.335, 2.233], [1.966, 1.748, 0.711], [2.035, 3.035, 0.916], [1.935, 3.836, -0.071], [2.277, 3.669, 2.254], [3.157, 3.111, 3.172], [3.386, 3.730, 4.393], [2.729, 4.910, 4.707], [1.856, 5.480, 3.787], [1.643, 4.869, 2.563], [-0.543, 0.149, 1.279], [-0.827, -0.943, 0.466], [0.177, -1.975, 0.032], [-2.121, -1.084, -0.037], [-3.117, -0.164, 0.228], [-4.499, -0.322, -0.341], [-2.792, 0.941, 1.011], [-1.521, 1.120, 1.534], [-1.228, 2.386, 2.288], [0.167, -2.344, 3.543], [-1.020, -1.515, 3.959], [0.188, -3.689, 3.900], [2.060, -6.514, 3.491], [0.305, -6.462, 3.655], [1.328, -6.083, 5.035], [3.134, -4.613, 2.563], [4.078, -2.946, 1.278], [4.221, -1.614, 2.422], [3.298, -1.401, 0.953], [3.678, 2.196, 2.914], [4.078, 3.288, 5.099], [2.900, 5.389, 5.663], [1.349, 6.406, 4.023], [0.987, 5.309, 1.824], [1.201, -1.706, 0.275], [0.127, -2.066, -1.053], [-0.039, -2.950, 0.474], [-2.335, -1.930, -0.681], [-4.602, -1.273, -0.862], [-4.711, 0.474, -1.056], [-5.256, -0.279, 0.444], [-3.548, 1.696, 1.204], [-2.139, 2.970, 2.418], [-0.515, 2.997, 1.732], [-0.793, 2.203, 3.274], [-0.721, -0.522, 4.301], [-1.557, -2.006, 4.772], [-1.714, -1.368, 3.130], [-0.647, -4.094, 4.464], [-6.420, 1.786, -3.446], [-4.938, 1.859, -3.194], [-4.075, 0.915, -3.734], [-2.707, 0.944, -3.482], [-1.810, -0.106, -4.079], [-2.204, 1.936, -2.645], [-3.047, 2.891, -2.077], [-2.517, 3.970, -1.169], [-4.403, 2.849, -2.379], [-0.744, 1.948, -2.306], [0.125, 2.008, -3.207], [-0.439, 1.883, -1.083], [-6.636, 1.362, -4.427], [-6.879, 2.774, -3.393], [-6.911, 1.154, -2.701], [-4.474, 0.133, -4.373], [-2.396, -0.813, -4.665], [-1.277, -0.659, -3.302], [-1.042, 0.344, -4.708], [-1.600, 4.413, -1.560], [-2.267, 3.560, -0.189], [-3.261, 4.758, -1.050], [-5.059, 3.606, -1.960], [3.913, -0.426, -1.415], [2.873, -0.813, -1.960], [1.822, -0.152, -2.183], [2.793, -2.272, -2.400], [3.850, -3.136, -2.143], [3.785, -4.474, -2.511], [2.658, -4.968, -3.149], [1.625, -4.085, -3.405], [1.665, -2.752, -3.052], [0.416, -4.599, -4.092], [0.437, -5.757, -4.476], [-0.524, -3.840, -4.229], [4.716, -2.729, -1.638], [4.614, -5.138, -2.300], [2.571, -6.002, -3.446], [0.849, -2.083, -3.285]],
  "forces_ev_per_a": [[-0.477, -0.365, 0.517], [0.089, -0.020, 0.155], [0.165, 0.012, -0.087], [0.014, 0.157, 0.136], [-0.063, -0.152, -0.124], [0.005, -0.020, 0.004], [-0.031, -0.013, 0.023], [0.013, 0.021, -0.060], [0.044, -0.094, 0.099], [0.008, 0.024, -0.040], [0.021, 0.046, 0.256], [0.037, 0.022, 0.049], [0.150, 0.002, -0.089], [0.125, 0.222, -0.111], [-0.048, 0.084, -0.059], [-0.056, -0.026, 0.065], [0.045, -0.057, 0.007], [-0.006, 0.000, 0.016], [-0.018, -0.008, -0.026], [0.036, -0.008, 0.035], [-0.043, -0.019, -0.025], [0.068, -0.063, 0.033], [0.002, -0.045, -0.073], [0.021, 0.021, -0.186], [0.029, 0.031, -0.065], [0.009, 0.037, 0.054], [-0.014, -0.013, 0.008], [0.003, -0.044, 0.036], [-0.090, 0.034, -0.010], [0.057, -0.003, 0.059], [0.029, 0.021, -0.026], [-0.008, 0.040, 0.030], [0.017, -0.012, -0.042], [0.017, -0.001, -0.011], [-0.021, 0.001, -0.007], [0.000, 0.004, 0.014], [0.028, -0.022, 0.000], [0.034, -0.015, -0.005], [0.007, 0.012, 0.036], [-0.029, -0.010, -0.057], [-0.007, 0.030, 0.007], [0.016, 0.001, 0.011], [0.006, 0.013, 0.015], [-0.013, 0.021, 0.011], [-0.008, 0.011, -0.009], [-0.060, 0.033, -0.058], [-0.062, -0.050, 0.008], [0.034, -0.017, 0.028], [-0.011, -0.024, -0.009], [0.005, -0.025, -0.005], [0.014, 0.007, 0.035], [-0.001, 0.008, 0.019], [-0.027, 0.015, -0.010], [-0.017, 0.008, 0.020], [0.017, 0.013, -0.062], [-0.016, -0.030, -0.010], [0.020, 0.010, -0.007], [-0.006, 0.001, 0.005], [-0.018, -0.009, -0.026], [-0.019, -0.014, 0.018], [-0.011, 0.012, -0.015], [0.045, 0.057, -0.047], [-0.017, 0.032, -0.055], [-0.084, -0.149, -0.044], [0.045, -0.002, -0.005], [0.032, 0.016, 0.087], [-0.037, 0.104, -0.043], [0.014, -0.033, 0.027], [-0.037, -0.035, -0.012], [0.216, -0.089, -0.032], [-0.249, 0.216, -0.255], [0.184, 0.095, -0.111], [0.007, -0.008, -0.010], [-0.004, 0.007, 0.004], [-0.002, -0.011, 0.014], [-0.008, -0.017, -0.006], [0.024, -0.048, -0.019], [-0.025, 0.013, 0.046], [-0.043, 0.014, -0.009], [0.015, -0.008, -0.010], [-0.013, 0.004, -0.038], [-0.006, 0.024, 0.030], [-0.021, 0.010, 0.014], [0.089, -0.056, -0.026], [0.022, -0.337, 0.100], [-0.235, 0.316, -0.079], [0.074, 0.001, -0.048], [-0.025, 0.066, 0.082], [-0.043, -0.045, -0.014], [0.140, 0.052, 0.052], [-0.284, -0.090, -0.161], [0.043, 0.101, -0.037], [0.143, 0.049, 0.102], [-0.112, 0.172, 0.009], [0.097, -0.188, -0.033], [0.017, -0.006, -0.009], [0.009, -0.004, 0.011], [-0.004, 0.003, -0.001], [0.018, -0.022, 0.031]],
  "orbital_gap_ev": [6.25, 5.70],
  "charge": -1,
  "multiplicity": 6,
  "e_above_lowest_kcal_mol": 4.90,
  "s_squared": 8.774,
  "homo_energy_ha": [-0.1630, -0.2071],
  "e_lumo_ev": [1.814, 0.061],
  "total_energy_ha": -4250.4808
}